1.
This record from the Open Molecules 2025 dataset describes a structure of composition C43H53N7O3PReS3. The level of theory is the ωB97M-V functional and the def2-TZVPD basis.

ORCA input file:
```
! RIJCOSX wB97M-V def2-TZVPD def2/J DEFGRID3
* xyz 3 4
C -3.653 -2.879 0.893
C 4.878 0.186 -1.240
C -1.627 5.142 -0.988
C -1.799 4.367 4.225
C 0.910 -2.520 3.658
H 4.331 2.995 2.140
H 2.587 -4.922 -3.941
C -3.510 -4.308 0.375
H -1.994 -5.036 -1.028
H -5.212 0.294 2.508
H -0.553 -3.384 2.324
H 2.656 3.288 2.629
C 4.028 0.591 1.106
C -2.928 -3.672 -3.618
H -1.362 -4.593 0.555
H 5.422 -0.242 -3.272
H 1.249 0.231 -2.405
H -2.007 -0.487 -3.821
C 3.827 0.427 -0.381
N -1.879 -2.931 -0.661
H -3.122 -2.761 1.840
N 2.551 0.445 -0.815
C -3.681 -1.634 -4.677
H -3.937 -1.137 -5.611
H 3.775 6.242 -1.331
C -3.164 0.019 3.262
C 2.290 0.217 -2.115
N 1.036 -0.488 1.803
H -1.043 0.495 3.686
H 5.894 0.183 -0.865
S -2.020 3.606 -0.341
H 3.550 0.602 3.650
C 3.666 4.686 0.145
C -2.219 -1.441 -4.299
C -0.051 4.568 5.730
P -1.072 -2.536 -2.028
H 2.390 -1.381 4.735
H -2.797 4.520 3.836
H 2.484 -3.212 -3.508
C 0.125 -2.564 2.515
H -3.286 -0.879 3.852
C -0.849 3.640 3.580
C -0.667 5.193 1.118
C -0.925 5.889 -0.096
O -0.554 0.885 -0.435
H -3.671 -1.825 -1.005
C 1.490 3.770 -1.226
H -4.325 -1.233 -3.891
H 0.216 -5.249 -3.522
H 1.472 -2.777 -0.781
S 0.611 3.604 4.481
C 2.134 4.900 -1.685
Re 1.130 1.282 0.614
H -1.127 1.628 -0.687
C -2.071 1.870 2.387
C 3.295 -0.043 -3.022
C 1.801 -0.433 2.916
H -4.687 -2.579 1.053
H -1.576 -1.538 -5.179
C -1.181 3.931 1.138
H 5.007 1.012 1.334
C 2.097 -4.210 -3.282
C -0.991 2.923 2.249
N -1.977 -2.560 -3.364
N 2.950 1.401 1.759
C 2.634 0.813 3.098
H 3.258 -4.249 -1.412
C -1.952 0.747 3.155
H 2.162 -5.605 -1.635
H -2.584 -1.098 0.191
H -0.149 5.628 1.963
O -0.521 -1.102 -1.875
H -4.839 -3.498 -4.660
H -0.632 6.913 -0.278
C -2.973 -2.046 -0.188
C 0.582 -4.224 -3.436
H -0.816 -0.259 -1.183
H -3.649 -5.064 1.144
C -2.100 -4.329 -0.207
H 0.866 -3.316 4.389
H -0.382 -1.527 0.702
H 0.621 3.369 -1.729
C 3.289 2.856 1.851
H 3.999 -0.409 1.543
C 4.611 -0.054 -2.581
H 2.047 1.541 3.661
H 1.769 5.403 -2.569
C 1.764 -1.442 3.855
C 0.211 -1.531 1.607
C 2.281 -4.534 -1.800
H -3.512 -3.875 -2.717
H -2.399 -4.585 -3.897
H 4.524 5.029 0.708
H -2.009 5.433 -1.955
C -3.813 -3.153 -4.759
H 0.756 -4.308 -0.246
H -1.945 5.503 6.122
C 3.243 5.363 -0.993
C 1.143 -3.770 -1.112
H -3.435 -3.512 -5.717
H -4.244 -4.497 -0.411
O 0.267 2.242 2.031
C -1.339 4.901 5.462
H 3.049 -0.221 -4.059
N 0.112 -3.630 -2.162
H 0.219 -3.655 -4.289
C -4.183 0.609 2.579
N 1.897 3.119 -0.125
H 0.545 4.829 6.590
C 2.971 3.571 0.562
S -3.680 2.045 1.809
*
```

- largest force on an atom (eV/Å) = 1.7
- LUMO level (alpha / beta) (eV) = -7.73 / -8.86
- DFT total energy (eV) = -105930.9026
- orbital gap (alpha / beta) (eV) = 7.03 / 5.90
- HOMO energy (alpha / beta) (Ha) = -0.5425 / -0.5425

2.
This record from the Open Molecules 2025 dataset describes a cluster of 10 separate species, C20H40Br20 in total. The level of theory is the ωB97M-V functional and the def2-TZVPD basis.

ORCA input file:
```
! RIJCOSX wB97M-V def2-TZVPD def2/J DEFGRID3
* xyz 0 1
Br -4.970 3.119 -1.558
Br 3.970 -4.257 -3.737
H 0.906 -4.215 -2.701
H -2.733 3.760 -5.214
H 3.068 3.233 3.428
H -3.913 -0.169 4.137
H -5.635 2.247 0.741
C -1.996 -3.949 0.207
H 3.293 -6.255 -2.389
C 2.376 1.076 -4.371
H -1.639 4.087 -2.999
C 3.261 5.324 0.185
H 1.822 1.563 -5.173
Br -4.113 -0.471 1.110
C 1.659 -4.772 -2.144
C -1.661 3.751 -5.015
C -2.598 -5.304 0.205
H -4.234 0.425 -1.132
H 2.195 -4.185 -1.398
Br -4.513 -5.179 0.668
C -0.429 -0.402 -0.147
C 2.299 -3.311 2.726
H 2.038 0.323 3.295
H 2.553 -5.022 1.381
C 2.692 -5.595 -3.015
Br -2.910 -2.723 -1.126
Br 3.578 1.197 1.400
Br 0.426 -5.734 2.565
C 2.114 4.322 -0.100
Br 1.331 -2.848 4.363
H 3.425 2.055 4.469
H -4.013 1.550 4.576
H 3.544 5.670 -0.809
Br 4.854 4.661 1.186
H 1.058 0.917 -0.127
H 1.826 2.363 -2.579
C -3.705 0.562 4.918
Br 3.077 3.644 -4.305
Br -0.896 5.644 -5.205
H -2.577 -5.785 -0.773
C 2.653 2.081 -3.230
H -0.206 3.124 -3.521
H 2.293 3.422 -0.688
C -1.261 3.335 -3.692
H -2.078 -5.997 0.868
H -5.937 0.234 -0.444
C 2.577 2.357 3.853
Br -1.774 1.459 -3.537
H -3.830 2.254 0.503
H 1.271 1.626 2.318
H 2.169 -6.140 -3.801
H 3.306 0.667 -4.766
Br -1.199 0.545 3.568
H 1.583 4.127 0.832
C -4.905 0.545 -0.282
H -1.969 1.183 5.953
H -1.312 -0.608 -0.752
H 2.896 -5.263 3.141
Br -0.950 2.425 0.042
Br 0.818 -1.799 -0.632
H -0.588 -0.282 0.925
C 0.086 0.838 -0.613
C 2.239 -4.804 2.402
Br 1.030 2.711 4.881
C -2.250 0.329 5.336
Br -4.806 0.025 6.535
Br 1.265 -0.391 -3.646
Br 0.729 5.316 -1.110
H 3.515 1.824 -2.614
H -1.919 -0.589 5.822
H -0.931 -4.017 -0.019
C -4.803 2.004 0.080
C 2.174 1.301 2.834
H 0.061 0.870 -1.702
H -2.146 -3.548 1.209
Br 0.457 -6.131 -1.234
H 2.892 6.218 0.687
H -1.213 3.107 -5.772
H 1.901 -2.703 1.914
H 3.331 -2.970 2.815
*
```

- largest force on an atom (eV/Å) = 3.0
- LUMO level (eV) = -0.03
- SMILES string = BrCCBr.BrCCBr.BrCCBr.BrCCBr.BrCCBr.BrCCBr.BrCCBr.BrCCBr.BrCCBr.BrCCBr
- DFT total energy (eV) = -1422237.9433
- orbital gap (eV) = 9.56
- HOMO energy (Ha) = -0.3525

3.
This record from the Open Molecules 2025 dataset describes a structure of composition C26H25N8STl. The level of theory is the ωB97M-V functional and the def2-TZVPD basis.

ORCA input file:
```
! RIJCOSX wB97M-V def2-TZVPD def2/J DEFGRID3
* xyz 2 1
C 1.072 -0.689 5.160
C 3.737 -0.555 -0.131
N -1.279 -1.141 -2.514
N 7.047 0.466 -0.245
H -3.964 -2.236 1.496
C -0.508 -1.130 3.449
H 4.289 -1.514 -0.167
C 0.583 -0.635 -5.732
C 1.731 0.727 -0.252
C -1.936 -2.293 -2.398
C -1.963 -2.193 2.290
H -2.914 -3.703 1.178
C 5.879 0.541 -0.131
C -0.996 -2.440 -4.423
N -1.341 4.767 -0.451
H -1.029 4.365 2.615
C -1.525 3.965 0.653
H -2.403 -3.747 3.756
C 2.448 1.929 -0.037
N -1.881 -2.903 3.454
C 0.181 -1.803 -6.338
C 0.466 -0.284 3.954
H 1.835 -0.112 5.625
C -2.808 -2.715 -1.281
H 1.160 -1.984 6.813
N -1.208 -1.129 2.239
H -0.536 -3.532 5.990
S -2.599 2.639 0.756
N -2.410 -2.113 -0.052
C -0.582 -2.788 -5.702
H 0.724 0.563 3.324
H 0.576 -1.952 -7.321
C 2.342 -0.499 -0.262
C -2.872 -2.609 1.221
H 1.164 5.577 1.318
H -0.332 6.477 1.763
H 1.982 2.918 0.043
H -0.633 6.760 -0.559
Tl -0.444 0.900 -0.186
C 4.484 0.602 -0.079
N -1.836 -3.088 -3.503
C 3.837 1.883 0.026
C 0.114 -0.287 -4.465
C -0.321 5.758 -0.249
H 0.362 0.618 -3.957
H -1.834 4.572 -1.276
N -0.738 4.465 1.636
H -2.241 -4.003 -3.608
H 0.592 5.547 -0.820
H -2.783 -3.783 -1.162
H -0.757 -3.794 -6.055
H 4.476 2.781 0.164
H 1.807 -1.387 -0.420
C 0.670 -1.809 5.876
H -2.357 -1.103 -0.163
C -0.630 -1.239 -3.771
H -3.846 -2.431 -1.632
H 1.155 0.079 -6.338
C -0.353 -2.639 5.437
C 0.048 5.629 1.211
C -0.903 -2.264 4.231
*
```

- largest force on an atom (eV/Å) = 4.6
- LUMO level (eV) = -9.02
- DFT total energy (eV) = -54800.7754
- orbital gap (eV) = 4.21
- HOMO energy (Ha) = -0.4864

4.
This record from the Open Molecules 2025 dataset describes a structure of composition C5H5NO. The level of theory is the ωB97M-V functional and the def2-TZVPD basis.

ORCA input file:
```
! RIJCOSX wB97M-V def2-TZVPD def2/J DEFGRID3
* xyz 0 1
H -0.930 1.950 -0.407
C 0.015 -0.034 -1.017
O 0.139 -0.001 -2.155
C 0.809 -0.741 0.273
H 1.580 -1.576 0.586
N 1.058 0.702 0.443
H 1.780 1.130 -0.268
C -1.233 0.066 1.244
H -1.963 0.466 1.754
H -0.706 -1.988 1.716
C -0.424 0.932 0.099
C -0.548 -1.038 1.193
*
```

- largest force on an atom (eV/Å) = 7.4
- LUMO level (eV) = 0.99
- DFT total energy (eV) = -8798.5757
- orbital gap (eV) = 10.06
- HOMO energy (Ha) = -0.3333

5.
This record from the Open Molecules 2025 dataset describes a cluster of 5 separate species, CH10NO6 in total. The level of theory is the ωB97M-V functional and the def2-TZVPD basis.

ORCA input file:
```
! RIJCOSX wB97M-V def2-TZVPD def2/J DEFGRID3
* xyz -1 1
O -0.390 -2.379 -0.027
O -0.641 1.312 -0.274
H -0.788 -1.674 0.538
H 0.091 1.110 2.773
H -0.158 -0.235 -2.421
H 1.878 0.351 -0.996
N -0.089 1.617 1.927
O 1.593 1.006 -1.644
H -1.336 0.106 -1.468
H 0.513 2.367 1.638
O 1.953 -1.164 0.579
O -1.029 -0.533 -2.142
C -0.737 0.859 0.883
H -0.665 -2.004 -0.889
H 1.276 -0.609 0.989
O -1.269 -0.189 1.320
H 0.852 1.484 -1.224
H 1.338 -1.758 0.079
*
```

- largest force on an atom (eV/Å) = 2.3
- LUMO level (eV) = 3.86
- DFT total energy (eV) = -14978.3227
- orbital gap (eV) = 9.92
- HOMO energy (Ha) = -0.2227

6.
This record from the Open Molecules 2025 dataset describes the ion C8H14NOSi with charge +1. The level of theory is the ωB97M-V functional and the def2-TZVPD basis.

ORCA input file:
```
! RIJCOSX wB97M-V def2-TZVPD def2/J DEFGRID3
* xyz 1 1
C -0.283 -1.848 0.880
H 1.610 -2.112 -1.234
C 2.403 0.932 0.501
C -0.989 -0.766 -2.010
Si 0.662 -1.006 -0.634
N -1.679 -1.313 0.999
C 1.949 3.217 0.892
H 0.211 -1.553 1.791
C 1.169 0.806 -0.114
H 0.031 4.068 0.365
H -2.531 -2.057 -2.071
C 2.784 2.157 1.057
H -0.140 -2.917 0.918
C 0.337 1.924 -0.131
H -0.623 1.874 -0.599
O -2.247 -1.308 -1.600
H -0.645 -1.246 -2.983
H 2.994 0.139 0.720
H 2.248 4.167 1.363
H -1.574 -0.305 1.158
H -2.250 -1.952 1.496
H -2.053 -1.381 -0.163
H -1.138 0.327 -2.348
C 0.675 3.131 0.396
H 3.715 2.234 1.571
*
```

- largest force on an atom (eV/Å) = 5.1
- LUMO level (eV) = -3.08
- SMILES string = [NH3+]C[Si@@H](CO)c1ccccc1
- DFT total energy (eV) = -19930.0206
- orbital gap (eV) = 9.66
- HOMO energy (Ha) = -0.4684

7.
This record from the Open Molecules 2025 dataset describes the molecule C5H8O2. The level of theory is the ωB97M-V functional and the def2-TZVPD basis.

ORCA input file:
```
! RIJCOSX wB97M-V def2-TZVPD def2/J DEFGRID3
* xyz 0 1
C -1.525 0.108 0.844
H 1.765 -1.082 -0.822
H -1.020 -2.039 0.236
C -1.120 0.040 -0.604
C 1.014 0.979 -0.543
C -0.659 -1.021 0.361
H -2.558 -0.093 1.094
H -1.923 -0.183 -1.302
H -1.004 0.797 1.504
O 0.641 -0.967 0.880
C 1.539 -0.361 -0.024
O -0.214 0.890 -1.232
H 2.449 -0.154 0.545
H 1.721 1.422 -1.248
H 0.894 1.665 0.309
*
```

- largest force on an atom (eV/Å) = 0.4
- LUMO level (eV) = 1.07
- SMILES string = C1CO[C@@H]2C[C@@H]2O1
- DFT total energy (eV) = -9407.6035
- orbital gap (eV) = 10.14
- HOMO energy (Ha) = -0.3336

8.
This record from the Open Molecules 2025 dataset describes a structure of composition C25H15Cl2CoN5O6. The level of theory is the ωB97M-V functional and the def2-TZVPD basis.

ORCA input file:
```
! RIJCOSX wB97M-V def2-TZVPD def2/J DEFGRID3
* xyz 0 4
H -1.189 -3.630 -1.981
Cl 0.739 4.314 3.484
H 3.957 -2.001 2.272
O 2.959 3.496 1.535
N 0.414 -0.412 1.717
N -1.950 -1.966 -1.122
O 0.469 -1.122 -1.688
H 2.897 -5.665 0.367
C 1.775 2.469 -0.235
C 0.580 1.283 -1.663
C 2.042 -2.111 1.395
H 3.834 3.518 1.885
H -1.407 2.126 -2.058
C -2.773 0.102 -0.318
O 2.331 -0.377 3.063
C -1.405 3.126 2.211
H -2.876 -4.005 -3.639
O -3.474 1.086 -0.491
C -0.172 2.975 2.816
H -4.623 -0.291 -2.279
C 2.680 -4.639 0.671
C 3.732 -3.825 1.193
H -4.609 -2.093 -3.985
C 1.602 -0.858 2.116
C 0.884 3.583 -0.271
C 0.286 -0.059 -2.222
O 4.054 1.956 0.428
N -1.773 -0.100 0.609
C 0.396 1.781 2.804
C -1.380 0.939 1.417
C -2.020 -3.002 -2.013
C 3.355 -2.575 1.600
C 3.016 2.543 0.627
N 1.054 -2.812 0.823
C -2.916 -1.003 -1.293
C -0.439 2.226 -1.665
H 1.043 4.546 0.312
Cl -2.126 4.701 2.109
Co -0.409 -1.509 0.269
C -2.089 2.134 1.559
H -0.571 0.820 -3.798
H -1.086 4.128 -0.875
C 1.367 -4.103 0.509
H 1.404 1.665 3.071
C -3.875 -2.079 -3.183
N 1.676 1.368 -0.909
C -2.936 -3.111 -3.031
H 0.557 -4.824 0.166
H -3.077 2.382 1.202
H 4.774 -4.183 1.088
C -3.873 -1.056 -2.276
C -0.182 0.732 2.089
O -0.382 -0.044 -3.452
C -0.265 3.455 -0.960
*
```

- largest force on an atom (eV/Å) = 3.8
- LUMO level (alpha / beta) (eV) = -0.44 / -0.45
- DFT total energy (eV) = -108577.0648
- orbital gap (alpha / beta) (eV) = 6.63 / 6.74
- HOMO energy (alpha / beta) (Ha) = -0.2601 / -0.2641

9.
This record from the Open Molecules 2025 dataset describes a structure of composition C25H23BrN3OTi. The level of theory is the ωB97M-V functional and the def2-TZVPD basis.

ORCA input file:
```
! RIJCOSX wB97M-V def2-TZVPD def2/J DEFGRID3
* xyz 2 2
C 3.873 -1.337 0.292
H -2.197 -2.616 -3.196
C 2.456 0.578 0.709
H 2.348 3.462 2.466
C 2.754 -2.128 0.098
C -2.465 -2.168 0.164
H -0.218 4.246 -1.308
C -1.096 1.764 -4.128
H 1.415 0.797 3.240
C -0.657 3.027 -4.444
H 2.861 -3.177 -0.145
H 3.899 1.049 3.058
O -0.973 1.924 -0.459
N -2.127 -1.250 1.122
C -1.177 1.344 -2.787
H 3.141 2.609 0.475
H 0.635 -2.195 -0.023
H 4.552 2.598 2.468
C -3.086 -4.016 -1.830
H 4.864 -1.758 0.197
H -1.372 1.077 -4.918
H 1.383 2.443 0.626
H 4.607 0.631 0.674
C 2.343 2.057 0.971
H -2.147 -0.475 -3.384
C -2.479 -1.485 2.377
C 3.721 0.013 0.578
H 0.384 2.201 2.829
C -3.426 -4.296 -0.537
C 3.767 2.127 3.054
Ti -0.775 0.229 0.274
C -3.470 -3.584 1.841
Br -0.520 3.566 -6.242
H -3.427 -2.759 3.818
C 1.334 1.881 3.257
C -0.431 3.539 -2.098
H -2.205 -0.732 3.107
H -3.307 -4.725 -2.617
C -3.124 -3.374 0.489
C -2.161 -1.881 -1.188
C -2.455 -2.804 -2.163
C 1.492 -1.551 0.186
H -3.984 -4.495 2.122
C -1.655 0.016 -2.545
H -3.926 -5.221 -0.281
H 3.786 2.508 4.071
C -3.163 -2.635 2.778
C -0.847 2.256 -1.756
C 1.303 -0.199 0.493
H 1.415 2.247 4.278
N 2.443 2.446 2.445
H -0.006 4.919 -3.673
C -0.327 3.917 -3.422
N -1.574 -0.608 -1.413
*
```

- largest force on an atom (eV/Å) = 0.7
- LUMO level (alpha / beta) (eV) = -6.38 / -6.41
- DFT total energy (eV) = -125961.3654
- orbital gap (alpha / beta) (eV) = 7.14 / 7.12
- HOMO energy (alpha / beta) (Ha) = -0.4968 / -0.4974

10.
This record from the Open Molecules 2025 dataset describes a cluster of 4 separate species, C2H12NO3 in total. The level of theory is the ωB97M-V functional and the def2-TZVPD basis.

ORCA input file:
```
! RIJCOSX wB97M-V def2-TZVPD def2/J DEFGRID3
* xyz 1 1
H 0.749 1.503 2.402
H 4.096 1.636 0.051
H 0.677 -1.695 -1.115
H -1.925 2.498 -0.627
H 1.328 1.511 1.019
O 0.559 1.146 1.499
N -0.674 -0.909 0.305
H -1.154 -3.322 -1.843
C -1.204 -2.961 -0.888
O -1.626 1.677 -1.013
H -2.462 1.543 -1.528
C -0.270 -1.985 -0.629
H -1.403 -1.372 0.957
H -2.087 -3.255 -0.263
H 3.188 2.798 0.563
H -1.066 -0.105 -0.160
H 0.074 -0.539 0.918
O 3.200 1.832 0.351
*
```

- largest force on an atom (eV/Å) = 4.0
- LUMO level (eV) = -3.11
- DFT total energy (eV) = -9893.9073
- orbital gap (eV) = 11.30
- HOMO energy (Ha) = -0.5296

11.
This record from the Open Molecules 2025 dataset describes a cluster of 2 separate species, C4H14N2O in total. The level of theory is the ωB97M-V functional and the def2-TZVPD basis.

ORCA input file:
```
! RIJCOSX wB97M-V def2-TZVPD def2/J DEFGRID3
* xyz 0 1
C -0.228 1.728 -0.605
H 1.124 3.294 0.139
H -1.402 -0.453 -1.797
H -2.325 -2.392 -0.643
H 1.781 0.152 -0.809
C -1.430 -0.397 -0.755
H 2.664 -1.245 2.674
H -2.319 0.204 -0.473
C -0.169 0.215 -0.144
H 0.047 1.636 -1.657
H -1.290 2.130 -0.672
H 0.886 -1.180 -1.013
H -1.715 -1.867 0.939
N 0.682 2.380 0.367
H 1.897 -1.097 1.372
O 2.805 -1.002 1.751
H -0.552 -2.466 -0.291
N 1.080 -0.484 -0.391
H 0.214 2.494 1.254
H -0.266 0.228 0.918
C -1.485 -1.876 -0.165
*
```

- largest force on an atom (eV/Å) = 3.9
- LUMO level (eV) = 1.01
- SMILES string = CC[C@@H](N)CN.O
- DFT total energy (eV) = -9401.8921
- orbital gap (eV) = 10.14
- HOMO energy (Ha) = -0.3354